This record from OMol25 describes C26H50NP3SV as an isolated structure. The level of theory is ωB97M-V/def2-TZVPD.

XYZ file:
```
82
Properties=species:S:1:pos:R:3:mulliken_charge:R:1
V -0.040 -0.001 0.130 0.37
P -0.732 2.080 1.050 0.66
P -2.333 -0.472 -0.479 1.20
P 2.596 1.435 -0.382 1.23
H 0.263 -1.593 -7.249 0.12
C 1.298 -1.930 -7.232 -0.28
C 1.641 -3.119 -6.725 -0.56
H 0.905 -3.811 -6.316 0.25
C -0.949 3.543 -0.033 -1.16
C -2.365 2.257 1.901 -1.01
C 0.375 2.802 2.329 -1.06
C -2.548 -1.875 -1.600 -1.23
C -3.540 -0.849 0.850 -0.97
C -3.113 0.860 -1.466 -1.34
C 3.759 0.726 -1.579 -1.31
C 3.226 1.050 1.257 -0.89
C 2.450 3.156 -0.900 -1.44
H 2.019 -1.361 -7.830 0.28
H 2.636 -3.523 -6.949 0.27
H -1.248 4.392 0.601 0.46
H -1.737 3.346 -0.769 0.37
H -0.019 3.787 -0.555 0.30
H -2.372 3.205 2.459 0.47
H -2.595 1.451 2.606 -0.03
H -3.187 2.297 1.176 0.42
H -0.189 3.541 2.913 0.54
H 1.222 3.313 1.858 0.50
H 0.768 2.051 3.023 0.13
H -3.620 -2.086 -1.697 0.52
H -2.026 -2.742 -1.182 0.43
H -2.126 -1.661 -2.586 0.17
H -4.460 -0.256 0.726 0.44
H -3.089 -0.620 1.827 -0.02
H -3.796 -1.920 0.824 0.44
H -3.953 0.452 -2.043 0.50
H -2.367 1.260 -2.162 0.21
H -3.477 1.666 -0.820 0.42
H 4.642 1.378 -1.653 0.51
H 3.264 0.649 -2.557 0.35
H 4.055 -0.287 -1.273 0.41
H 4.267 1.412 1.277 0.58
H 3.189 -0.038 1.445 0.16
H 2.642 1.549 2.043 0.22
H 3.454 3.461 -1.241 0.56
H 2.128 3.831 -0.093 0.46
H 1.751 3.242 -1.748 0.41
C 0.333 -0.721 -3.250 1.04
C 0.237 0.624 -3.655 -0.14
C -0.138 0.919 -4.972 -0.91
C -0.739 -0.094 -5.736 -0.37
C -1.016 -1.346 -5.156 -0.87
C -0.256 -1.731 -4.057 -0.83
S 0.995 -1.236 -1.729 -0.39
H 1.471 0.540 -0.841 -0.83
H 0.436 1.414 -2.926 0.42
H -0.040 1.933 -5.376 0.44
H -0.996 0.073 -6.786 0.56
H -1.729 -2.054 -5.612 0.35
H -0.202 -2.774 -3.733 0.47
C -0.625 -2.034 5.571 -0.73
N -1.246 -1.064 4.614 0.15
C -2.354 -0.326 5.262 -0.76
C -0.220 -0.106 3.962 -0.45
C 0.862 -0.847 3.250 1.28
C 1.961 -1.290 4.014 -0.56
C 2.823 -2.256 3.504 -0.81
C 2.651 -2.698 2.198 -0.88
C 1.574 -2.242 1.413 -0.27
C 0.745 -1.202 1.874 -0.16
H -0.020 -1.479 6.312 0.36
H -0.007 -2.737 4.998 0.33
H -1.447 -2.578 6.039 0.38
H -1.615 -1.613 3.815 0.44
H -1.949 0.347 6.018 0.38
H -2.888 0.253 4.517 0.24
H -3.032 -1.048 5.709 0.40
H -0.821 0.550 3.316 -0.87
H 0.148 0.523 4.779 0.52
H 2.082 -0.923 5.037 0.53
H 3.621 -2.633 4.161 0.49
H 3.378 -3.414 1.809 0.46
H 1.356 -2.778 0.478 0.55
```

Calculated values
Energy above the lowest of the compared OMol25 structures with the same formula, charge and spin (kJ/mol): 3.2
Multiplicity: 3
Maximum force (eV/A): 3.3
LUMO (alpha / beta) (eV): -10.01 / -9.22
HOMO-LUMO gap (alpha / beta) (hartree): 0.1877 / 0.2166
Charge: +3
⟨S²⟩: 2.08

***

This record from OMol25 describes a 6-piece molecular cluster, H12O6 overall. The level of theory is ωB97M-V/def2-TZVPD.

XYZ file:
```
18
Properties=species:S:1:pos:R:3:mulliken_charge:R:1
H -2.769 -1.162 -1.252 0.31
H -2.470 0.177 -0.480 0.44
H -1.058 1.890 0.051 0.40
H -2.013 2.487 -0.924 0.33
H 1.638 2.113 0.588 0.34
H 0.781 0.938 0.985 0.31
H -0.903 -1.752 1.860 0.32
H -1.333 -1.634 0.429 0.33
H 2.577 0.566 -1.235 0.32
H 2.665 -0.224 -0.009 0.37
H 1.023 -1.782 0.256 0.44
H 1.125 -2.244 -1.123 0.25
O -2.851 -0.726 -0.424 -0.73
O -1.946 1.792 -0.267 -0.69
O 0.737 1.854 0.752 -0.71
O -0.521 -1.784 0.940 -0.66
O 2.995 0.659 -0.388 -0.67
O 1.679 -1.717 -0.505 -0.70
```

Calculated values
SMILES: O.O.O.O.O.O
Energy above the lowest of the compared OMol25 structures with the same formula, charge and spin (kJ/mol): 84.3
Maximum force (eV/A): 2.4
LUMO (eV): 0.38
HOMO-LUMO gap (hartree): 0.4165
Charge: 0

***

This record from OMol25 describes a 2-piece molecular cluster, C4H9NO2 overall. The level of theory is ωB97M-V/def2-TZVPD.

XYZ file:
```
16
Properties=species:S:1:pos:R:3:mulliken_charge:R:1
C 0.668 -1.206 0.519 -0.37
C -0.275 -0.260 0.356 0.69
N -0.212 0.896 1.193 -0.64
C -1.281 -0.389 -0.680 -0.01
C -2.298 0.437 -0.911 -0.99
O 2.420 0.254 -1.444 -0.65
O 1.663 -1.129 1.437 -0.52
H 1.652 -0.240 1.819 0.36
H 3.206 0.627 -1.046 0.31
H 0.693 -2.115 -0.056 0.34
H 1.653 0.556 -0.924 0.37
H -0.360 0.666 2.167 0.23
H -0.898 1.582 0.916 0.20
H -1.158 -1.264 -1.302 0.22
H -2.991 0.256 -1.713 0.27
H -2.482 1.329 -0.332 0.18
```

Calculated values
SMILES: C=C/C(N)=C/O.O
Energy above the lowest of the compared OMol25 structures with the same formula, charge and spin (kJ/mol): 209.7
Maximum force (eV/A): 0.6
LUMO (eV): 0.66
HOMO-LUMO gap (hartree): 0.3191
Charge: 0

***

This record from OMol25 describes one molecule with the formula C7H6. The level of theory is ωB97M-V/def2-TZVPD.

XYZ file:
```
13
Properties=species:S:1:pos:R:3:mulliken_charge:R:1
C -0.455 1.218 -0.187 0.18
C 0.785 1.392 -0.109 -0.11
C 1.309 -0.749 0.255 -0.40
C 0.071 -1.215 -0.186 -0.34
C -1.662 0.676 0.430 -0.41
C 1.848 0.570 -0.001 -0.41
C -1.071 -0.276 -0.526 -0.21
H 2.159 -1.572 0.310 0.22
H -0.156 -2.333 -0.186 0.32
H -1.510 0.449 1.541 0.21
H -2.638 1.278 0.238 0.25
H 2.902 0.877 -0.065 0.37
H -1.583 -0.317 -1.513 0.32
```

Calculated values
SMILES: C1=CC=C[C@H]2CC=12
Energy above the lowest of the compared OMol25 structures with the same formula, charge and spin (kJ/mol): 280.7
Maximum force (eV/A): 4.0
LUMO (alpha / beta) (eV): 0.32 / 0.32
HOMO-LUMO gap (alpha / beta) (hartree): 0.3059 / 0.3059
Charge: 0

***

This record from OMol25 describes a 2-piece molecular cluster, C20H20N overall. The level of theory is ωB97M-V/def2-TZVPD.

XYZ file:
```
41
Properties=species:S:1:pos:R:3:mulliken_charge:R:1
C 4.755 -1.314 4.272 -1.40
C 3.346 -1.513 3.814 1.10
C 2.954 -2.682 3.135 -0.70
C 1.660 -2.824 2.668 -0.65
C 0.686 -1.779 2.808 1.07
C -0.598 -2.023 2.257 0.07
C -1.830 -1.349 2.437 1.13
C -3.008 -2.022 1.967 -0.75
C -4.261 -1.445 2.055 -0.71
C -4.428 -0.184 2.657 1.07
C -5.764 0.483 2.707 -1.40
C -3.308 0.449 3.194 -1.04
C -2.044 -0.113 3.121 -0.31
C 1.088 -0.645 3.579 -0.29
C 2.390 -0.524 4.039 -1.06
H 4.850 -0.338 4.746 0.37
H 5.084 -2.061 5.001 0.34
H 5.462 -1.345 3.438 0.34
H 3.689 -3.466 2.965 0.41
H 1.324 -3.782 2.263 0.38
H -0.672 -2.952 1.682 0.04
H -2.900 -3.052 1.617 0.37
H -5.129 -1.952 1.640 0.41
H -5.667 1.459 3.181 0.37
H -6.176 0.642 1.705 0.34
H -6.510 -0.080 3.276 0.34
H -3.433 1.420 3.665 0.30
H -1.246 0.364 3.677 0.27
H 0.369 0.096 3.903 0.24
H 2.684 0.375 4.575 0.30
N -0.226 -2.230 -0.870 -0.14
C -0.600 -1.114 -1.498 -0.10
C -0.443 -0.930 -2.886 -0.64
C 0.112 -1.965 -3.651 -0.19
C 0.483 -3.140 -2.988 -0.65
C 0.291 -3.225 -1.594 -0.04
H -1.048 -0.324 -0.885 0.36
H -0.760 0.012 -3.320 0.36
H 0.251 -1.857 -4.733 0.38
H 0.913 -3.993 -3.501 0.36
H 0.567 -4.141 -1.055 0.33
```

Calculated values
Energy above the lowest of the compared OMol25 structures with the same formula, charge and spin (kJ/mol): 11.0
Maximum force (eV/A): 0.9
LUMO (eV): -5.35
HOMO-LUMO gap (hartree): 0.2467
Charge: +1

***

This record from OMol25 describes a 9-piece molecular cluster, C12H32N8O18 overall. The level of theory is ωB97M-V/def2-TZVPD.

XYZ file:
```
70
Properties=species:S:1:pos:R:3:mulliken_charge:R:1
C -3.771 -1.582 1.263 -0.65
N -2.733 -1.753 2.313 1.00
O -2.415 -2.854 2.664 -0.56
O -2.291 -0.715 2.763 -0.52
H -4.308 -2.522 1.164 0.31
H -3.235 -1.453 0.324 0.10
H -4.374 -0.738 1.565 0.31
C -3.371 0.127 -2.629 -0.72
N -3.527 1.008 -1.443 0.97
O -4.476 0.841 -0.711 -0.54
O -2.692 1.867 -1.287 -0.53
H -3.423 -0.880 -2.216 0.17
H -2.414 0.323 -3.092 0.32
H -4.237 0.262 -3.269 0.33
C 4.369 0.618 1.582 -0.54
N 5.764 0.346 2.078 0.94
O 6.359 -0.617 1.649 -0.56
O 6.203 1.124 2.892 -0.56
H 3.758 0.679 2.474 0.26
H 4.070 -0.196 0.933 0.15
H 4.459 1.537 1.010 0.32
C -0.138 -4.645 -4.997 -0.65
N 0.335 -3.292 -5.438 0.88
O 0.367 -2.417 -4.601 -0.52
O 0.649 -3.152 -6.592 -0.52
H 0.165 -5.402 -5.704 0.29
H -1.207 -4.492 -4.872 0.27
H 0.307 -4.808 -4.019 0.24
C -0.629 5.219 1.470 -0.74
N 0.444 5.640 0.523 1.01
O 0.229 5.525 -0.657 -0.54
O 1.443 6.125 0.998 -0.57
H -1.127 6.146 1.741 0.40
H -0.172 4.781 2.351 0.31
H -1.243 4.478 0.974 0.14
C 2.390 -2.937 2.323 -0.19
N 1.674 -3.897 3.179 0.98
O 1.975 -3.915 4.353 -0.56
O 0.838 -4.605 2.665 -0.56
H 1.814 -2.794 1.416 -0.27
H 3.355 -3.358 2.047 0.34
H 2.513 -2.012 2.874 0.30
C -3.636 2.384 2.341 -0.56
N -2.626 2.354 3.420 1.02
O -2.930 1.913 4.500 -0.55
O -1.488 2.640 3.095 -0.55
H -4.619 2.103 2.698 0.31
H -3.280 1.728 1.553 0.06
H -3.659 3.401 1.952 0.28
C 3.547 1.410 -2.248 -0.78
N 2.695 2.452 -1.654 1.03
O 1.561 2.549 -2.081 -0.52
O 3.169 3.181 -0.811 -0.58
H 3.720 0.595 -1.560 0.23
H 4.471 1.905 -2.551 0.34
H 3.126 1.092 -3.198 0.29
O 1.746 0.077 -0.166 -0.63
C 0.562 0.286 -0.055 0.19
O -0.362 -0.551 -0.531 0.07
C 0.118 -1.793 -1.036 0.24
C -0.948 -2.854 -1.004 -1.18
C -0.026 1.483 0.616 -0.40
H 0.990 -2.139 -0.478 -0.08
H 0.517 -1.636 -2.040 0.22
H -1.819 -2.596 -1.618 0.19
H -1.365 -3.095 -0.024 0.19
H -0.584 -3.780 -1.450 0.39
H 0.774 2.131 0.955 0.42
H -0.687 1.148 1.414 0.19
H -0.664 2.004 -0.099 0.13
```

Calculated values
SMILES: C[N+](=O)[O-].C[N+](=O)[O-].C[N+](=O)[O-].C[N+](=O)[O-].C[N+](=O)[O-].C[N+](=O)[O-].C[N+](=O)[O-].C[N+](=O)[O-].CCOC(C)=O
Energy above the lowest of the compared OMol25 structures with the same formula, charge and spin (kJ/mol): 66.2
Maximum force (eV/A): 1.5
LUMO (eV): -0.47
HOMO-LUMO gap (hartree): 0.3773
Charge: 0

***

This record from OMol25 describes one molecule with the formula C19H21Cl2F3N4O. The level of theory is ωB97M-V/def2-TZVPD.

XYZ file:
```
50
Properties=species:S:1:pos:R:3:mulliken_charge:R:1
O 2.280 0.921 -2.011 -0.70
F 6.536 0.077 -4.036 -0.25
F 7.131 -1.835 -2.963 -0.23
F 8.320 -0.019 -2.787 -0.25
Cl -4.707 -2.340 -1.578 -0.23
Cl 3.936 1.031 2.152 -0.32
N -5.059 -2.481 2.367 -0.98
C 2.691 0.890 -0.851 0.70
C -5.003 -3.059 1.187 0.38
C -4.831 -2.052 0.162 0.77
C -4.833 -0.850 0.756 -0.34
C 6.142 0.210 0.773 -0.56
C 6.889 -0.192 -0.369 -0.70
C 4.949 0.254 -1.754 -0.30
C 4.789 0.636 0.644 0.37
C 4.141 0.605 -0.621 -0.05
C 6.278 -0.128 -1.651 0.01
N -4.917 -1.147 2.101 0.31
N -4.757 0.358 0.054 -0.20
N 1.753 1.145 0.136 0.07
C -5.191 -4.530 0.908 -1.15
C 7.081 -0.478 -2.924 0.88
C -3.957 1.471 0.558 -1.72
C -0.422 0.225 -0.491 -1.04
C -0.218 2.134 1.163 -1.02
C -1.950 0.551 -0.680 -0.48
C -1.690 2.426 1.023 -1.04
C 0.363 1.458 -0.129 0.22
C -2.451 1.164 0.644 1.14
H 6.634 0.191 1.788 0.33
H 7.935 -0.516 -0.299 0.39
H 4.499 0.291 -2.744 0.56
H -5.079 -0.416 2.789 0.26
H -4.729 0.204 -0.957 0.41
H 2.116 1.176 1.103 0.11
H -6.048 -4.658 0.213 0.29
H -5.311 -5.094 1.865 0.31
H -4.316 -4.893 0.430 0.33
H -4.345 1.750 1.544 0.29
H -4.040 2.328 -0.131 0.49
H -0.323 -0.518 0.306 0.20
H -0.113 -0.271 -1.426 0.39
H -0.075 1.532 2.067 0.41
H 0.350 3.062 1.303 0.43
H -2.089 1.229 -1.529 0.31
H -2.489 -0.403 -0.856 0.05
H -2.010 2.741 2.011 0.38
H -1.847 3.247 0.295 0.31
H 0.302 2.168 -0.997 0.23
H -2.314 0.402 1.444 0.24
```

Calculated values
SMILES: Cc1n[nH]c(NC[C@H]2CC[C@H](NC(=O)c3cc(C(F)(F)F)ccc3Cl)CC2)c1Cl
Maximum force (eV/A): 2.9
LUMO (eV): -0.12
HOMO-LUMO gap (hartree): 0.2971
Charge: 0